No. 1
Here is 2 unconnected molecules or ions with the total composition C2HClO2 at a distorted geometry from OMol25. Energies are from ωB97M-V/def2-TZVPD.

The spin multiplicity is 1. The HOMO energy (spin up / spin down) is -8.6 / -8.6 eV. The value obtained for the energy above the lowest of the compared OMol25 structures with the same formula, charge and spin is 63.56 kcal/mol. The max |F| is 0.1355 Eh/bohr. The total energy comes out at -18704.05376 eV.

Cartesian coordinates (Å):
C  -0.5936  0.3427  0.4174
C  -1.0935  2.0126  -1.1524
O  -1.3825  -0.4063  0.9042
O  -2.1292  2.6292  -1.0883
Cl  0.3172  2.2200  -1.8731
H  0.4500  0.1260  0.4646



No. 2
Here is a molecular structure, C46H41IN3PPb from OMol25. Energies are from ωB97M-V/def2-TZVPD.

The spin multiplicity is 1. The HOMO energy is -13.2 eV. The value obtained for the energy above the lowest of the compared OMol25 structures with the same formula, charge and spin is 55.07 kcal/mol. Its net charge is +2. The max |F| is 0.0123 Eh/bohr. The total energy comes out at -75461.34918 eV.

Cartesian coordinates (Å):
Pb  0.3398  0.5129  0.4780
I  -1.1792  -0.6566  3.1574
C  0.7076  -0.7620  3.9984
C  0.7318  -1.2018  5.2875
C  1.9548  -1.2936  5.9818
C  3.1014  -0.9350  5.3515
C  3.0927  -0.4755  4.0084
C  4.3277  -0.1186  3.4135
C  4.3841  0.3254  2.1339
C  3.1933  0.4295  1.3797
C  1.9768  0.0886  1.9125
C  1.8707  -0.3763  3.2697
H  -0.1888  -1.4796  5.7864
H  1.9657  -1.6437  7.0060
H  4.0539  -0.9901  5.8678
H  5.2283  -0.2024  4.0114
H  5.3278  0.6080  1.6827
H  3.2775  0.8152  0.3785
N  1.3628  -1.6344  -0.6707
C  2.4472  -1.4485  -1.6169
C  3.1350  -2.5063  -2.1338
C  4.1865  -2.3126  -3.0593
C  4.5317  -1.0520  -3.4445
C  3.8436  0.0672  -2.9152
C  4.1818  1.3966  -3.2625
C  3.4956  2.4356  -2.7112
C  2.4565  2.1506  -1.8074
N  2.1077  0.9296  -1.4573
C  2.7896  -0.1268  -2.0011
H  1.6756  -2.2254  0.0939
H  0.6023  -2.1338  -1.1204
H  2.8660  -3.5140  -1.8320
H  4.7121  -3.1719  -3.4567
H  5.3387  -0.8876  -4.1511
H  4.9932  1.5727  -3.9628
H  3.7284  3.4643  -2.9517
H  1.8842  2.9652  -1.3709
C  0.2097  2.5504  3.6249
N  0.2941  2.5862  2.1560
C  1.6230  3.0745  1.7674
C  -0.7407  3.4629  1.6131
C  -0.9248  3.3036  0.1180
C  -1.4681  4.3620  -0.6119
C  -1.6795  4.2579  -1.9793
C  -1.3319  3.0921  -2.6565
C  -0.7722  2.0315  -1.9583
C  -0.5811  2.1609  -0.5844
H  0.4101  3.5428  4.0522
H  0.9492  1.8520  4.0192
H  -0.7813  2.2296  3.9423
H  1.7790  4.0987  2.1227
H  1.7292  3.0725  0.6784
H  2.3933  2.4324  2.1925
H  -0.5054  4.5157  1.8157
H  -1.6800  3.2474  2.1280
H  -1.7252  5.2813  -0.0935
H  -2.1069  5.0936  -2.5210
H  -1.4844  3.0100  -3.7276
H  -0.4747  1.1354  -2.4920
C  -1.9365  -5.5384  0.5368
C  -2.8693  -5.0153  -0.3532
C  -2.8518  -3.6672  -0.6675
C  -1.9082  -2.8172  -0.0831
C  -0.9669  -3.3563  0.7948
C  -0.9795  -4.7121  1.1057
P  -1.8920  -1.0507  -0.5143
C  -1.9861  -1.0933  -2.3244
C  -2.7170  -0.1446  -3.0384
C  -2.7056  -0.1557  -4.4280
C  -1.9549  -1.0998  -5.1135
C  -1.2261  -2.0534  -4.4108
C  -1.2444  -2.0521  -3.0241
C  -3.4291  -0.2716  0.0379
C  -4.6700  -0.7428  -0.3953
C  -5.8385  -0.1582  0.0635
C  -5.7852  0.9117  0.9508
C  -4.5593  1.4073  1.3684
C  -3.3875  0.8177  0.9087
H  -1.9543  -6.5937  0.7791
H  -3.6069  -5.6634  -0.8106
H  -3.5629  -3.2847  -1.3892
H  -0.2281  -2.7160  1.2596
H  -0.2485  -5.1183  1.7949
H  -3.2946  0.6078  -2.5150
H  -3.2921  0.5737  -4.9749
H  -1.9534  -1.1082  -6.1967
H  -0.6675  -2.8135  -4.9430
H  -0.7364  -2.8524  -2.4940
H  -4.7323  -1.5639  -1.0973
H  -6.7957  -0.5359  -0.2752
H  -6.7022  1.3648  1.3060
H  -4.5154  2.2525  2.0464
H  -2.4373  1.2369  1.2165



No. 3
Here is 2 unconnected molecules or ions with the total composition C9H14O at a distorted geometry from OMol25. Energies are from ωB97M-V/def2-TZVPD.

The spin multiplicity is 1. The HOMO energy is -8.4 eV. The value obtained for the energy above the lowest of the compared OMol25 structures with the same formula, charge and spin is 44.06 kcal/mol. The max |F| is 0.0943 Eh/bohr. The total energy comes out at -11605.72611 eV.

Cartesian coordinates (Å):
C  -1.5498  2.3601  2.1029
C  -1.3297  0.9839  1.4645
C  -2.4628  0.1791  1.1987
C  -2.3371  -1.0328  0.5742
C  -0.9694  -1.4486  0.2168
O  -0.9232  -2.7734  -0.2417
C  0.1561  -0.7515  0.6547
C  -0.0684  0.5181  1.2646
H  -0.8262  2.6974  2.7647
H  -2.3982  2.2376  2.7607
H  -1.7095  3.0583  1.2589
H  -3.3985  0.7245  1.1265
H  -3.0974  -1.6844  0.3609
H  -0.0166  -2.8890  -0.6720
H  1.0751  -1.2480  0.4948
H  0.8297  0.9323  1.5462
C  3.0874  -0.0198  -2.2120
C  1.6322  -0.4253  -2.0512
H  3.3392  0.9721  -1.9804
H  3.6890  -0.6545  -1.6081
H  3.4731  -0.0680  -3.2476
H  1.1307  0.0206  -2.7983
H  1.4528  -1.4668  -1.9654
H  1.2213  -0.2220  -1.0125



No. 4
Here is 2 unconnected molecules or ions with the total composition C5H9N at a distorted geometry from OMol25. Energies are from ωB97M-V/def2-TZVPD.

The spin multiplicity is 1. The HOMO energy is -9.6 eV. The value obtained for the energy above the lowest of the compared OMol25 structures with the same formula, charge and spin is 62.60 kcal/mol. The max |F| is 0.0898 Eh/bohr. The total energy comes out at -6818.28013 eV.

Cartesian coordinates (Å):
C  -1.8986  0.1710  0.1690
C  -0.6472  -0.5743  -0.2345
C  0.6748  0.0129  0.3581
C  1.9258  -0.5703  -0.2810
C  0.6260  1.4573  0.2380
N  -0.1123  2.3443  0.1088
H  -2.1983  -0.0026  1.2074
H  -1.7279  1.7701  0.0542
H  -2.7216  0.0009  -0.5166
H  -0.6646  -1.6244  0.1018
H  -0.5600  -0.5978  -1.3265
H  0.6870  -0.1707  1.4390
H  1.9349  -1.6550  -0.1504
H  1.9520  -0.3517  -1.3549
H  2.8312  -0.1542  0.1738



No. 5
Here is a molecular structure, C4H6I2O at a distorted geometry from OMol25. Energies are from ωB97M-V/def2-TZVPD.

The spin multiplicity is 3. The HOMO energy (spin up / spin down) is -4.9 / -9.7 eV. The value obtained for the energy above the lowest of the compared OMol25 structures with the same formula, charge and spin is 37.37 kcal/mol. The max |F| is 0.2192 Eh/bohr. The total energy comes out at -22487.30508 eV.

Cartesian coordinates (Å):
C  -1.4904  0.2958  0.8203
C  -0.3885  1.0452  0.1895
C  -1.7326  -0.2356  -0.3416
C  0.9880  0.6142  0.6291
O  -0.8935  0.4766  -1.1156
I  -3.0687  -1.4532  -1.3094
I  3.1337  -2.5228  -1.7614
H  1.7218  -1.6839  -1.4123
H  -1.7505  -0.1064  1.7518
H  -0.4999  2.0801  0.1003
H  1.7624  1.2226  0.2677
H  1.2439  -0.4357  0.4827
H  0.9741  0.7032  1.6990



No. 6
Here is a molecular structure, C18H16CoN7O2S at a distorted geometry from OMol25. Energies are from ωB97M-V/def2-TZVPD.

The spin multiplicity is 5. The HOMO energy (spin up / spin down) is -14.1 / -14.1 eV. Its net charge is +2. The max |F| is 0.0228 Eh/bohr. The total energy comes out at -81892.11376 eV.

Cartesian coordinates (Å):
Co  -1.2238  -2.8162  0.3867
N  -3.0173  0.3403  1.9737
C  -3.3594  -0.6212  1.1181
N  -2.7672  -1.7897  1.4313
C  -2.0734  -1.4945  2.5480
N  -2.2123  -0.2413  2.8869
C  0.3207  -2.1728  2.2841
C  1.6824  -2.1190  2.9209
N  2.6326  -2.8899  2.5265
C  2.3567  -3.9272  1.7306
C  1.0074  -4.3489  1.5700
N  0.0019  -3.5775  1.8835
H  -3.3042  1.3152  2.0068
H  -4.0328  -0.4486  0.2909
H  1.8589  -1.4978  3.7929
H  3.1689  -4.4567  1.2531
H  0.7887  -5.3299  1.1621
C  2.0139  2.5777  -5.8111
C  1.2573  2.3270  -4.5435
C  1.9118  2.3340  -3.3080
C  1.2160  2.1242  -2.1349
C  -0.1552  1.8957  -2.1965
C  -0.8325  1.8788  -3.4095
C  -0.1191  2.1001  -4.5730
S  -1.0522  1.6781  -0.7244
O  -0.5818  2.5749  0.2983
O  -2.4629  1.5988  -0.9888
N  -0.7002  0.1069  -0.2579
C  -0.0013  -0.1974  0.7803
C  0.5396  0.7438  1.8068
C  0.1551  0.7347  3.0802
C  -0.8361  -0.2094  3.6573
C  -0.7823  -1.7510  3.3022
N  0.0255  -1.5361  1.0136
H  3.0762  2.3770  -5.6871
H  1.9051  3.6215  -6.1128
H  1.6326  1.9614  -6.6240
H  2.9764  2.5246  -3.2706
H  1.7270  2.1677  -1.1815
H  -1.9011  1.7174  -3.4325
H  -0.6402  2.1078  -5.5215
H  1.1738  1.5477  1.4608
H  0.5153  1.5032  3.7517
H  -1.0576  -0.0138  4.7013
H  -0.8309  -2.4195  4.1589